No. 1
14
Properties=species:S:1:pos:R:3 method="wB97M-V/def2-TZVPD" e_lumo_ev=0.8 e_homo_ha=-0.354 de_lowest_kcal_mol=2.7 smiles="[H]/N=C/NC(=O)NC"
H -4.058 -0.568 -0.573
N -3.319 -0.487 0.121
C -2.241 -0.112 -0.437
N -1.096 0.067 0.321
C 0.160 0.181 -0.273
O 0.300 0.271 -1.481
N 1.194 0.169 0.617
C 2.569 0.117 0.171
H -2.076 0.100 -1.495
H -1.189 -0.186 1.296
H 1.002 0.164 1.606
H 2.556 -0.053 -0.906
H 3.095 -0.711 0.659
H 3.105 1.051 0.373

---

No. 2
79
Properties=species:S:1:pos:R:3 method="wB97M-V/def2-TZVPD" e_lumo_ev=1.9 e_homo_ha=-0.203 de_lowest_kcal_mol=26.5 total_charge=-1
Pt -0.675 0.023 0.336
O -1.053 -0.659 3.539
C -1.696 0.436 3.436
O -2.891 0.589 3.206
C -0.802 1.654 3.572
C -1.014 2.532 4.602
C -0.185 3.643 4.758
C 0.837 3.898 3.878
C 1.043 3.015 2.823
C 0.245 1.853 2.625
O 0.503 1.014 1.682
N 2.136 3.385 1.933
O 2.797 4.378 2.210
O 2.287 2.766 0.893
N -0.409 4.564 5.863
O -1.308 4.308 6.646
O 0.315 5.542 5.951
H -1.822 2.356 5.299
H 1.468 4.763 3.991
C 3.860 -0.267 0.453
N 3.597 0.590 -0.680
C 4.658 1.460 -1.139
C 4.328 1.966 -2.529
C 2.960 2.615 -2.493
N 1.987 1.669 -1.990
C 0.606 1.850 -2.362
C 2.310 0.676 -1.121
O 1.473 -0.151 -0.725
H 4.741 0.112 0.970
H 4.041 -1.304 0.159
H 3.018 -0.238 1.141
H 5.594 0.894 -1.143
H 4.778 2.305 -0.448
H 4.306 1.123 -3.224
H 5.081 2.675 -2.873
H 2.653 2.916 -3.498
H 2.977 3.509 -1.859
H 0.509 2.831 -2.825
H -0.047 1.845 -1.480
H 0.271 1.081 -3.056
O -0.534 -1.043 -3.156
C -1.511 -0.545 -2.629
N -1.750 -0.445 -1.293
S -3.174 0.339 -0.955
O -2.868 1.615 -0.354
O -4.107 -0.525 -0.289
C -3.625 0.625 -2.633
C -4.645 1.392 -3.157
C -4.677 1.542 -4.538
C -3.706 0.958 -5.346
C -2.666 0.221 -4.796
C -2.636 0.066 -3.421
H -5.387 1.849 -2.519
H -5.461 2.134 -4.991
H -3.754 1.101 -6.418
H -1.885 -0.214 -5.403
Te -1.826 -1.938 1.629
C -0.132 -2.986 2.297
C 1.140 -2.443 2.217
C 2.229 -3.178 2.661
C 2.050 -4.449 3.186
C 0.776 -4.989 3.270
C -0.318 -4.256 2.826
C -1.874 -3.129 -0.160
C -3.113 -3.483 -0.676
C -3.200 -4.171 -1.881
C -2.047 -4.507 -2.571
C -0.806 -4.161 -2.052
C -0.720 -3.475 -0.853
H 1.271 -1.449 1.811
H 3.222 -2.751 2.599
H 2.904 -5.018 3.531
H 0.626 -5.979 3.683
H -1.312 -4.684 2.893
H -4.020 -3.202 -0.156
H -4.173 -4.432 -2.283
H -2.112 -5.027 -3.519
H 0.097 -4.402 -2.598
H 0.252 -3.179 -0.475